[1]
Entry from OMol25: a cluster of 2 separate species, C18H20N3O5 in total (ωB97M-V/def2-TZVPD).

```
! wB97M-V def2-TZVPD RIJCOSX def2/J DEFGRID3
* xyz -1 1
C -5.17 0.07 1.37
N -4.16 0.83 2.10
C -4.63 2.04 2.74
C -2.81 0.59 1.92
C -1.98 1.57 1.32
C -0.66 1.26 1.02
C -0.07 0.04 1.43
C 1.33 -0.23 1.15
C 2.31 0.72 1.32
C 3.70 0.44 1.37
N 4.85 0.31 1.46
C 2.03 2.09 1.65
N 1.87 3.22 1.89
C -0.89 -0.90 2.10
C -2.23 -0.64 2.32
H -4.69 -0.78 0.88
H -5.93 -0.29 2.07
H -5.65 0.69 0.61
H -3.83 2.49 3.33
H -4.98 2.79 2.01
H -5.47 1.79 3.41
H -2.42 2.52 1.02
H -0.04 1.99 0.47
H 1.61 -1.27 0.96
H -0.43 -1.82 2.49
H -2.87 -1.38 2.83
C 1.43 0.59 -3.78
O 1.68 0.67 -2.33
C 1.94 -0.48 -1.72
C 3.31 -0.83 -1.28
O 3.48 -1.73 -0.47
O 4.30 -0.04 -1.78
C 5.65 -0.40 -1.41
C 1.08 -1.67 -1.97
O 1.49 -2.79 -2.20
O -0.23 -1.33 -2.06
C -1.09 -2.42 -2.41
H 1.51 1.61 -4.15
H 2.22 -0.04 -4.21
H 0.43 0.17 -3.93
H 6.27 0.47 -1.63
H 5.72 -0.64 -0.35
H 5.97 -1.25 -2.03
H -2.04 -1.98 -2.73
H -0.66 -3.02 -3.22
H -1.25 -3.05 -1.53
*
```

Properties
E_tot: -1238.3166 Ha
HOMO-LUMO gap: 0.1936 Ha
E_HOMO: -2.85 eV

=====

[2]
Entry from OMol25: a structure of composition C18H20N3O7RhS (ωB97M-V/def2-TZVPD).

```
! wB97M-V def2-TZVPD RIJCOSX def2/J DEFGRID3
* xyz 0 1
Rh -1.37 -0.36 -0.38
O -2.86 0.47 -1.78
C -3.87 0.97 -0.89
C -4.28 -0.11 0.09
N -3.12 -0.70 0.79
C -3.25 -2.17 0.90
C -2.95 -2.79 -0.45
O -3.51 -3.79 -0.85
O -2.06 -2.11 -1.12
C -2.76 -0.14 2.10
C -1.25 -0.27 2.33
O -0.75 0.16 3.34
O -0.60 -0.90 1.37
H -3.18 -0.29 -2.28
H -3.42 1.82 -0.39
H -4.73 1.31 -1.45
H -5.01 0.28 0.81
H -4.78 -0.92 -0.45
H -2.50 -2.53 1.60
H -4.24 -2.46 1.26
H -3.05 0.91 2.16
H -3.28 -0.67 2.90
C 6.07 -2.10 0.49
C 4.87 -1.50 -0.20
C 3.67 -2.20 -0.28
C 2.58 -1.67 -0.95
C 2.69 -0.42 -1.54
C 3.87 0.30 -1.47
C 4.96 -0.24 -0.79
S 1.29 0.26 -2.35
O 0.65 -0.78 -3.10
O 1.69 1.49 -2.98
N 0.26 0.61 -1.14
C 0.17 1.75 -0.41
C 1.07 2.81 -0.31
C 0.77 3.81 0.58
C -0.40 3.75 1.34
C -1.24 2.68 1.18
N -0.98 1.69 0.30
H 5.79 -2.94 1.11
H 6.57 -1.36 1.11
H 6.80 -2.45 -0.25
H 3.59 -3.18 0.18
H 1.65 -2.22 -1.02
H 3.94 1.27 -1.95
H 5.88 0.32 -0.73
H 1.96 2.82 -0.92
H 1.45 4.65 0.69
H -0.66 4.53 2.04
H -2.16 2.62 1.74
*
```

Properties
E_tot: -1897.6154 Ha
HOMO-LUMO gap: 0.2993 Ha
E_HOMO: -8.64 eV
Relative energy (zero: lowest compared OMol25 entry of this formula, charge and spin): 0.351 eV

=====

[3]
Entry from OMol25: an isolated molecule of C18H20N4O2S (ωB97M-V/def2-TZVPD).

```
! wB97M-V def2-TZVPD RIJCOSX def2/J DEFGRID3
* xyz 0 1
C 0.61 -1.08 -5.34
H 0.84 -2.13 -5.15
H -0.41 -0.88 -5.04
H 0.68 -0.91 -6.42
C 1.60 -0.16 -4.62
C 1.56 -0.33 -3.11
C 0.71 -1.22 -2.47
C 0.70 -1.33 -1.10
C 1.54 -0.55 -0.31
C 2.41 0.34 -0.94
C 2.42 0.43 -2.32
H 3.10 1.13 -2.77
H 3.10 0.93 -0.36
C 1.42 -0.68 1.16
O 0.98 -1.67 1.72
N 1.82 0.43 1.87
N 1.45 0.54 3.20
C 0.22 0.25 3.67
S -0.02 -0.09 5.25
N -0.87 0.27 2.81
C -1.06 0.96 1.64
O -0.29 1.80 1.22
C -2.28 0.57 0.90
C -3.49 0.22 1.50
C -4.55 -0.14 0.70
C -4.37 -0.15 -0.68
N -3.23 0.19 -1.26
C -2.22 0.54 -0.49
H -1.30 0.81 -1.00
H -5.17 -0.42 -1.35
H -5.51 -0.41 1.13
H -3.61 0.26 2.58
H -1.65 -0.27 3.17
H 2.20 0.41 3.88
H 1.79 1.32 1.37
H 0.03 -2.03 -0.61
H 0.03 -1.84 -3.04
C 3.01 -0.47 -5.13
H 3.29 -1.49 -4.86
H 3.75 0.21 -4.71
H 3.05 -0.39 -6.21
C 1.23 1.30 -4.96
H 0.24 1.53 -4.59
H 1.24 1.44 -6.04
H 1.94 2.00 -4.53
*
```

Properties
SMILES: CC(C)(C)c1ccc(C(=O)NNC(=S)NC(=O)c2cccnc2)cc1
E_tot: -1465.6325 Ha
HOMO-LUMO gap: 0.3150 Ha
E_HOMO: -8.66 eV
Relative energy (zero: lowest compared OMol25 entry of this formula, charge and spin): 0.977 eV

=====

[4]
Entry from OMol25: a structure of composition C18H20N4O3S (ωB97M-V/def2-TZVPD).

```
! wB97M-V def2-TZVPD RIJCOSX def2/J DEFGRID3
* xyz 0 1
C -6.45 -0.35 -0.62
C -5.04 -0.24 -0.02
C -4.67 -0.66 1.17
C -3.45 -0.48 1.54
C -2.84 0.14 0.47
C -1.57 0.69 0.71
N -0.73 0.42 1.75
N 0.48 1.16 1.07
C 0.23 1.73 -0.05
O -0.96 1.48 -0.36
C 1.17 2.65 -0.79
C 2.46 2.86 -0.22
C 3.57 1.42 -0.16
O 4.58 1.65 -0.69
N 3.22 0.64 0.73
H 2.24 0.68 1.44
C 4.15 -0.57 1.29
H 3.98 -0.62 2.39
H 5.24 0.02 0.94
C 3.86 -1.72 0.64
C 4.41 -1.79 -0.99
H 4.33 -0.70 -1.19
H 5.48 -2.01 -0.81
H 3.83 -2.43 -1.35
H 4.43 -2.34 0.88
O 2.63 -2.21 0.66
C 1.52 -2.03 -0.11
C 0.33 -2.30 0.16
C -0.91 -2.20 -0.45
C -0.66 -1.29 -1.53
N 0.45 -0.55 -1.94
C 1.49 -0.97 -1.30
H 2.44 -0.36 -1.44
H -1.56 -1.11 -2.25
H -1.81 -2.68 -0.34
H 0.29 -2.95 1.06
H 3.09 3.56 -0.86
H 2.37 3.15 1.16
H 0.72 3.43 -1.09
H 1.27 2.00 -1.63
S -3.81 0.59 -0.57
H -3.16 -0.69 2.71
H -5.59 -1.38 1.83
H -6.43 -0.96 -1.65
H -7.04 0.70 -0.94
H -7.03 -1.01 -0.12
*
```

Properties
E_tot: -1540.2331 Ha
HOMO-LUMO gap: 0.3082 Ha
E_HOMO: -8.46 eV
Relative energy (zero: lowest compared OMol25 entry of this formula, charge and spin): 18.661 eV

=====

[5]
Entry from OMol25: an isolated molecule of C18H20N4O4 (ωB97M-V/def2-TZVPD).

```
! wB97M-V def2-TZVPD RIJCOSX def2/J DEFGRID3
* xyz 0 1
C 5.96 1.28 -1.38
C 5.56 1.04 0.06
H 6.18 1.62 0.75
H 5.64 -0.03 0.31
O 4.22 1.47 0.32
C 3.25 0.63 -0.01
O 3.41 -0.46 -0.50
C 1.89 1.23 0.33
C 0.82 0.19 0.32
C -0.29 0.28 -0.42
C -1.37 -0.77 -0.36
C -2.23 -0.76 -1.62
H -1.62 -0.94 -2.50
H -3.00 -1.53 -1.57
H -2.71 0.21 -1.73
C -2.25 -0.53 0.89
C -2.88 0.84 0.84
O -2.27 1.88 0.94
O -4.20 0.76 0.69
C -4.94 1.98 0.61
C -4.90 2.56 -0.80
H -5.53 3.44 -0.84
H -5.27 1.83 -1.52
H -3.88 2.83 -1.06
H -4.51 2.70 1.32
H -5.95 1.72 0.90
H -3.05 -1.28 0.94
H -1.64 -0.59 1.79
C -0.67 -2.16 -0.20
C -1.65 -3.21 -0.02
N -2.41 -4.04 0.13
C 0.08 -2.49 -1.41
N 0.66 -2.77 -2.35
C 0.35 -2.14 0.94
C 1.05 -0.99 1.14
C 2.05 -0.96 2.13
N 2.85 -0.95 2.95
N 0.50 -3.28 1.66
H 0.11 -4.14 1.34
H 1.29 -3.33 2.29
H -0.48 1.14 -1.03
H 1.97 1.69 1.32
H 1.67 2.02 -0.39
H 5.34 0.67 -2.04
H 5.83 2.33 -1.64
H 7.00 1.00 -1.53
*
```

Properties
SMILES: CCOC(=O)CC1=C[C@](C)(CC(=O)OCC)C(C#N)(C#N)C(N)=C1C#N
E_tot: -1217.8868 Ha
HOMO-LUMO gap: 0.3198 Ha
E_HOMO: -8.53 eV
Relative energy (zero: lowest compared OMol25 entry of this formula, charge and spin): 2.513 eV